[1]
# C13H18NO5S

A 2-piece molecular cluster, C13H18NO5S overall at a distorted geometry (ωB97M-V/def2-TZVPD, OMol25).

```
! RIJCOSX wB97M-V def2-TZVPD def2/J DEFGRID3
* xyz 1 1
C 0.156 0.744 1.449
C 0.221 0.000 0.309
C -0.627 -1.261 0.122
C 0.243 -2.405 0.603
C -0.041 -3.209 1.672
C 0.847 -4.211 2.023
C 2.023 -4.348 1.297
C 2.280 -3.534 0.250
S 3.826 -3.662 -0.702
C 3.788 -2.528 -2.087
O 4.833 -3.181 0.190
O 4.022 -5.004 -1.136
N 1.379 -2.590 -0.068
H -0.787 1.246 1.685
H 1.030 0.794 2.100
H 0.903 0.248 -0.516
H -1.583 -1.221 0.652
H -0.829 -1.436 -0.950
H -0.955 -3.071 2.240
H 0.665 -4.890 2.849
H 2.750 -5.111 1.565
H 3.437 -1.558 -1.701
H 3.095 -2.853 -2.869
H 4.801 -2.364 -2.461
H 1.581 -1.986 -0.861
C -4.245 4.697 0.478
C -2.852 4.810 -0.099
C -2.766 4.601 -1.589
O -1.419 4.130 -1.745
C -1.086 3.504 -0.593
O -0.117 2.822 -0.451
O -2.000 3.748 0.377
H -4.203 4.436 1.535
H -4.784 5.637 0.368
H -4.819 3.916 -0.023
H -2.397 5.757 0.201
H -2.929 5.512 -2.161
H -3.442 3.823 -1.952
*
```

Calculated values
F_max = 2.5 eV/A
DFT total energy = -36325.7844 eV
HOMO-LUMO gap = 6.83 eV

---

[2]
# FH3O3P

An isolated ion of composition FH3O3P and charge +1 at a distorted geometry (ωB97M-V/def2-TZVPD, OMol25).

```
! RIJCOSX wB97M-V def2-TZVPD def2/J DEFGRID3
* xyz 1 1
O 0.173 -1.371 -0.385
O 0.887 0.541 1.117
O -1.408 0.700 -0.092
F 0.716 0.749 -1.409
P 0.071 0.147 -0.116
H -0.134 -1.650 -1.353
H 1.425 -0.205 1.467
H -1.729 1.088 0.773
*
```

Calculated values
F_max = 2.9 eV/A
Energy above the lowest of the compared OMol25 structures with the same formula, charge and spin = 33.5 kJ/mol
DFT total energy = -18193.0215 eV
HOMO-LUMO gap = 14.51 eV

---

[3]
# C3H8NO

An isolated ion of composition C3H8NO and charge +1 at a distorted geometry (ωB97M-V/def2-TZVPD, OMol25).

```
! RIJCOSX wB97M-V def2-TZVPD def2/J DEFGRID3
* xyz 1 1
C 1.098 -0.393 0.058
C 2.345 0.254 -0.079
C -2.287 0.376 0.074
N -1.141 -0.422 -0.289
O 0.005 0.224 -0.182
H 0.850 -1.644 0.418
H 3.288 -0.352 -0.070
H 2.148 0.871 -0.980
H 2.386 0.940 0.765
H -3.060 -0.408 0.365
H -2.088 1.092 0.867
H -2.637 0.917 -0.837
H -0.907 -1.456 -0.110
*
```

Calculated values
F_max = 6.2 eV/A
Energy above the lowest of the compared OMol25 structures with the same formula, charge and spin = 401.6 kJ/mol
DFT total energy = -6767.0073 eV
HOMO-LUMO gap = 8.85 eV

---

- Which formula does entry 2 have?
  FH3O3P